The following is a quantum chemistry calculation of 7 unconnected molecules or ions with the total composition C50H62ClN2O in a non-equilibrium geometry, from OMol25.

Values from the calculation:
Multiplicity: 2
Gap between HOMO and LUMO (alpha / beta) in hartree: 0.317 / 0.359
Total charge: 0

Last column: Löwdin charge in e.
Element x y z (Å)
C 3.562 -1.332 0.329  -0.017
C 2.745 -1.895 -0.842  -0.465
C 3.751 -2.460 -1.850  -0.037
C 1.897 -0.844 -1.559  -0.062
C 0.701 -0.234 -0.766  -0.384
C 1.059 1.207 -0.313  -0.117
C 1.984 1.326 0.862  -0.243
N 1.515 1.335 2.045  0.120
C -0.474 -0.077 -1.759  -0.151
C -1.763 0.559 -1.201  -0.261
C -2.951 -0.387 -1.212  -0.548
Cl -4.291 0.291 -0.207  0.580
C 0.349 -1.171 0.402  -0.067
C 0.527 -2.680 0.162  -0.454
C 0.342 -3.387 1.515  -0.019
C -0.501 -3.288 -0.802  -0.020
N 1.903 -3.017 -0.322  -0.120
O 1.989 -4.134 -0.926  -0.016
H 2.911 -1.046 1.151  0.059
H 4.092 -0.443 -0.014  0.084
H 4.278 -2.078 0.665  0.089
H 3.270 -2.786 -2.767  0.086
H 4.348 -3.253 -1.411  0.087
H 4.430 -1.644 -2.110  0.091
H 2.590 -0.061 -1.873  0.128
H 1.515 -1.299 -2.475  0.125
H 1.537 1.693 -1.168  0.120
H 0.177 1.796 -0.073  0.110
H 3.061 1.389 0.709  0.106
H 2.269 1.402 2.727  0.030
H -0.709 -1.021 -2.248  0.100
H -0.090 0.579 -2.546  0.116
H -1.634 0.948 -0.191  0.090
H -2.021 1.420 -1.819  0.111
H -2.733 -1.356 -0.787  0.042
H -3.369 -0.472 -2.211  0.060
H 0.892 -0.902 1.302  0.088
H -0.707 -1.041 0.653  0.132
H 0.921 -2.888 2.291  0.070
H 0.715 -4.408 1.436  0.090
H -0.710 -3.429 1.794  0.092
H -0.537 -4.363 -0.642  0.086
H -1.483 -2.900 -0.550  0.069
H -0.261 -3.119 -1.848  0.085
C 4.281 2.642 4.956  -0.101
C 3.014 3.203 5.040  -0.102
C 2.488 3.549 6.277  -0.090
C 3.233 3.339 7.429  -0.092
C 4.501 2.779 7.345  -0.094
C 5.024 2.427 6.109  -0.103
H 4.692 2.370 3.991  0.098
H 2.433 3.370 4.142  0.091
H 1.498 3.979 6.343  0.103
H 2.825 3.611 8.394  0.101
H 5.081 2.616 8.245  0.100
H 6.010 1.986 6.043  0.086
C -3.720 0.525 -5.097  -0.099
C -4.893 -0.037 -5.582  -0.089
C -4.882 -1.322 -6.105  -0.086
C -3.700 -2.050 -6.135  -0.091
C -2.528 -1.492 -5.643  -0.094
C -2.538 -0.202 -5.129  -0.108
H -3.728 1.529 -4.691  0.103
H -5.817 0.528 -5.556  0.087
H -5.796 -1.755 -6.491  0.095
H -3.693 -3.054 -6.539  0.101
H -1.607 -2.061 -5.660  0.101
H -1.625 0.237 -4.746  0.093
C -8.892 1.878 -8.544  -0.095
C -8.964 0.947 -9.571  -0.095
C -8.884 -0.409 -9.287  -0.095
C -8.737 -0.835 -7.974  -0.100
C -8.667 0.096 -6.947  -0.108
C -8.742 1.452 -7.232  -0.099
H -8.953 2.935 -8.767  0.101
H -9.083 1.279 -10.595  0.100
H -8.936 -1.134 -10.089  0.100
H -8.677 -1.893 -7.752  0.100
H -8.554 -0.237 -5.923  0.096
H -8.684 2.178 -6.431  0.096
C -8.183 1.348 -2.587  -0.094
C -9.491 1.781 -2.757  -0.100
C -10.255 2.129 -1.652  -0.099
C -9.709 2.047 -0.378  -0.098
C -8.401 1.615 -0.210  -0.091
C -7.636 1.263 -1.314  -0.098
H -7.587 1.074 -3.449  0.085
H -9.915 1.848 -3.751  0.093
H -11.276 2.463 -1.783  0.099
H -10.304 2.320 0.484  0.099
H -7.975 1.553 0.784  0.101
H -6.616 0.923 -1.182  0.026
C 4.540 -4.283 3.691  -0.088
C 5.488 -4.489 4.684  -0.096
C 5.791 -3.471 5.578  -0.096
C 5.143 -2.246 5.482  -0.095
C 4.194 -2.041 4.491  -0.090
C 3.895 -3.058 3.595  -0.099
H 4.304 -5.075 2.993  0.103
H 5.990 -5.444 4.762  0.100
H 6.533 -3.631 6.349  0.100
H 5.378 -1.453 6.181  0.097
H 3.687 -1.086 4.418  0.095
H 3.157 -2.896 2.820  0.070
C 8.737 3.018 6.789  -0.099
C 9.897 2.698 7.480  -0.094
C 11.107 2.619 6.805  -0.097
C 11.158 2.866 5.440  -0.097
C 9.998 3.188 4.750  -0.096
C 8.787 3.262 5.423  -0.098
H 7.793 3.079 7.315  0.087
H 9.858 2.510 8.545  0.100
H 12.012 2.365 7.343  0.100
H 12.102 2.807 4.914  0.100
H 10.038 3.383 3.686  0.100
H 7.881 3.511 4.884  0.095



The following is a quantum chemistry calculation of 6 unconnected molecules or ions with the total composition C50H63N5O24PSi in a non-equilibrium geometry, from OMol25.

Values from the calculation:
Gap between HOMO and LUMO in hartree: 0.262
Total charge: +1

Last column: Löwdin charge in e.
Element x y z (Å)
C -4.014 5.219 -0.874  -0.148
C -2.989 5.460 0.391  -0.255
C -1.413 5.384 -0.099  -0.222
C -0.488 4.938 1.204  -0.197
C 0.869 4.219 0.609  -0.178
C 0.561 2.650 0.120  -0.184
N 1.794 2.049 -0.495  -0.179
P 1.901 2.166 -2.308  0.827
O 2.890 3.310 -2.772  -0.466
C 2.852 1.446 0.115  -0.190
N 3.987 0.970 -0.770  0.123
C 4.924 0.422 0.290  -0.099
N 6.310 -0.179 -0.019  0.089
N 4.263 0.590 1.672  -0.062
C 5.014 0.100 2.890  -0.118
C 5.663 1.409 3.692  -0.177
C 5.353 1.345 5.310  -0.220
C 6.689 1.653 6.222  -0.157
C 6.198 2.469 7.575  -0.192
O 7.336 3.169 8.198  -0.105
C 7.907 2.411 9.323  -0.291
C 8.582 3.298 10.563  -0.019
O 7.917 1.082 9.465  -0.037
N 2.995 1.210 1.588  0.019
C 2.177 1.520 2.808  -0.081
C 0.936 0.483 3.111  -0.229
O -0.157 1.279 3.691  -0.289
Si -0.573 0.763 5.318  0.461
C -1.320 2.348 6.206  -0.214
C 0.916 0.206 6.405  -0.215
C -2.012 -0.515 5.191  -0.215
H -3.741 5.813 -1.846  0.065
H -4.139 4.076 -1.127  0.080
H -5.085 5.605 -0.532  0.084
H -3.208 6.479 0.928  0.115
H -3.135 4.581 1.174  0.105
H -1.322 4.656 -1.013  0.098
H -1.078 6.457 -0.490  0.130
H -1.097 4.269 1.960  0.110
H -0.175 5.961 1.726  0.128
H 1.793 4.276 1.330  0.104
H 1.165 4.792 -0.376  0.124
H -0.251 2.768 -0.747  0.108
H 0.043 2.012 0.954  0.121
H 2.298 0.846 -2.815  0.013
H 0.532 2.359 -2.799  0.043
H 6.432 -0.017 -1.062  0.108
H 6.998 0.510 0.407  0.110
H 4.265 -0.402 3.636  0.122
H 5.927 -0.616 2.611  0.154
H 5.253 2.430 3.269  0.121
H 6.832 1.412 3.510  0.114
H 4.992 0.262 5.596  0.115
H 4.479 2.100 5.553  0.104
H 7.497 2.259 5.601  0.129
H 7.117 0.620 6.594  0.128
H 5.384 3.286 7.287  0.136
H 5.651 1.716 8.314  0.150
H 8.304 2.801 11.611  0.110
H 9.751 3.294 10.376  0.102
H 8.161 4.399 10.503  0.090
H 1.685 2.605 2.734  0.141
H 2.821 1.557 3.813  0.133
H 0.540 0.105 2.050  0.134
H 1.232 -0.473 3.717  0.121
H -1.671 3.064 5.346  0.038
H -0.449 2.933 6.776  0.053
H -2.186 2.063 6.969  0.062
H 1.919 0.778 6.179  0.036
H 0.645 0.236 7.558  0.073
H 1.109 -0.947 6.165  0.055
H -2.431 -0.884 6.223  0.065
H -1.751 -1.427 4.493  0.043
H -2.915 0.050 4.652  0.069
C 4.177 -2.977 -5.287  0.095
C 3.905 -2.196 -4.240  -0.199
C 2.517 -1.734 -3.960  -0.294
O 2.295 -1.032 -2.979  0.014
C 1.454 -2.143 -4.890  0.082
C 1.727 -2.922 -5.939  -0.193
C 3.110 -3.406 -6.203  -0.280
O 3.327 -4.136 -7.165  0.104
O 0.733 -3.308 -6.819  0.097
O 4.904 -1.787 -3.376  0.072
H 5.181 -3.322 -5.501  0.144
H 0.453 -1.786 -4.685  0.139
H 1.181 -3.868 -7.490  0.123
H 4.454 -1.232 -2.701  0.092
C -4.092 -2.182 1.662  0.075
C -4.842 -2.261 0.561  -0.203
C -6.239 -2.773 0.611  -0.298
O -6.910 -2.816 -0.414  0.099
C -6.764 -3.217 1.912  0.085
C -6.013 -3.141 3.012  -0.204
C -4.626 -2.603 2.966  -0.298
O -3.967 -2.528 3.998  0.080
O -6.499 -3.559 4.238  0.087
O -4.346 -1.869 -0.669  0.081
H -3.076 -1.810 1.640  0.131
H -7.775 -3.603 1.931  0.142
H -5.769 -3.401 4.875  0.117
H -5.078 -2.021 -1.306  0.117
C 4.053 -10.086 -7.789  0.079
C 3.739 -9.600 -6.587  -0.209
C 3.670 -8.133 -6.339  -0.304
O 3.361 -7.716 -5.229  0.096
C 3.986 -7.230 -7.457  0.076
C 4.303 -7.716 -8.659  -0.201
C 4.345 -9.183 -8.913  -0.304
O 4.622 -9.599 -10.033  0.111
O 4.603 -6.873 -9.713  0.084
O 3.466 -10.443 -5.525  0.079
H 4.105 -11.150 -7.984  0.139
H 3.949 -6.167 -7.259  0.100
H 4.797 -7.465 -10.472  0.118
H 3.266 -9.852 -4.767  0.115
C -6.694 -7.795 -4.249  0.080
C -5.866 -6.751 -4.325  -0.209
C -5.913 -5.651 -3.322  -0.303
O -5.127 -4.715 -3.407  0.096
C -6.923 -5.735 -2.255  0.080
C -7.754 -6.777 -2.182  -0.202
C -7.687 -7.889 -3.168  -0.303
O -8.452 -8.843 -3.064  0.112
O -8.707 -6.860 -1.184  0.083
O -4.931 -6.654 -5.339  0.078
H -6.668 -8.602 -4.970  0.139
H -6.959 -4.920 -1.544  0.111
H -9.181 -7.705 -1.345  0.118
H -4.453 -5.812 -5.174  0.114
C -7.603 8.675 -3.279  0.080
C -6.595 7.880 -3.642  -0.209
C -5.176 8.288 -3.444  -0.310
O -4.272 7.527 -3.770  0.084
C -4.916 9.613 -2.859  0.076
C -5.924 10.410 -2.499  -0.207
C -7.342 9.990 -2.672  -0.304
O -8.246 10.737 -2.315  0.113
O -5.686 11.657 -1.951  0.083
O -6.832 6.644 -4.216  0.079
H -8.638 8.390 -3.415  0.140
H -3.881 9.904 -2.737  0.137
H -6.574 12.038 -1.775  0.119
H -5.944 6.261 -4.387  0.115



The following is a quantum chemistry calculation of a molecular structure, C50H65As2BaGeN2O15S in a non-equilibrium geometry, from OMol25.

Values from the calculation:
Multiplicity: 2
Gap between HOMO and LUMO (alpha / beta) in hartree: 0.256 / 0.143
Total charge: 0
Energy relative to the best compared isomer or geometry (same formula, charge and spin) in eV: 0.474

Last column: Löwdin charge in e.
Element x y z (Å)
Ba 0.635 -0.486 -0.658  2.105
O -2.057 0.276 2.919  0.053
C -1.321 0.590 1.755  -0.503
O -1.077 -0.418 0.902  -0.197
C 0.091 1.083 2.235  -0.199
C 0.317 1.673 3.469  0.017
C 1.635 1.905 3.838  -0.019
C 2.676 1.485 3.013  0.015
C 2.346 0.879 1.817  -0.200
N 1.079 0.735 1.429  -0.022
C 3.337 0.136 0.897  -0.643
O 4.504 0.509 0.865  0.047
O 2.773 -0.843 0.303  -0.337
H -2.096 -0.698 2.986  0.073
H -0.521 1.917 4.106  0.129
H 1.855 2.374 4.790  0.114
H 3.715 1.591 3.294  0.127
C 0.291 3.792 -2.226  -0.031
C 1.560 2.994 -1.923  -0.698
C 2.615 3.265 -2.999  -0.053
C 2.132 3.387 -0.563  -0.017
O 1.246 1.601 -1.860  -0.515
Ge 0.632 0.736 -3.442  0.915
O 1.397 -0.895 -2.851  -0.596
C 2.459 -1.518 -3.590  -0.679
C 1.852 -2.319 -4.741  -0.032
C 3.217 -2.421 -2.620  -0.018
C 3.437 -0.472 -4.133  -0.055
O -1.041 0.366 -2.734  -0.416
C -2.216 0.201 -3.526  -0.706
C -3.402 0.631 -2.676  -0.024
C -2.169 1.067 -4.791  -0.075
C -2.358 -1.271 -3.915  -0.022
H 0.470 4.864 -2.130  0.090
H -0.044 3.583 -3.248  0.072
H -0.501 3.492 -1.540  0.063
H 2.885 4.322 -3.003  0.086
H 3.510 2.672 -2.804  0.086
H 2.227 3.005 -3.988  0.057
H 2.434 4.435 -0.570  0.092
H 1.380 3.240 0.215  0.061
H 3.003 2.769 -0.334  0.088
H 1.147 -3.053 -4.351  0.062
H 1.310 -1.641 -5.408  0.080
H 2.629 -2.827 -5.317  0.089
H 2.540 -3.155 -2.196  0.046
H 4.025 -2.939 -3.139  0.094
H 3.631 -1.827 -1.803  0.081
H 2.973 0.107 -4.938  0.064
H 3.718 0.212 -3.327  0.085
H 4.336 -0.951 -4.520  0.089
H -3.287 1.674 -2.376  0.085
H -4.334 0.518 -3.232  0.092
H -3.445 0.013 -1.779  0.074
H -1.953 2.104 -4.518  0.078
H -1.386 0.714 -5.469  0.059
H -3.126 1.031 -5.311  0.085
H -2.515 -1.884 -3.024  0.075
H -3.208 -1.413 -4.585  0.089
H -1.451 -1.612 -4.422  0.085
C -4.418 -5.866 1.862  -0.066
C -5.862 -5.418 1.623  -0.559
C -6.698 -5.857 2.836  -0.047
C -6.383 -6.114 0.357  -0.044
C -5.973 -3.907 1.438  -0.166
C -7.243 -3.313 1.307  -0.032
C -7.408 -1.954 1.138  -0.073
C -6.271 -1.153 1.068  -0.469
S -6.119 0.553 0.867  1.111
C -4.340 0.384 0.899  -0.463
N -3.955 -0.825 1.056  0.136
C -4.996 -1.721 1.168  -0.273
C -4.856 -3.095 1.371  0.052
C -3.508 1.609 0.748  -0.133
C -4.170 2.740 0.255  -0.066
C -3.545 3.963 0.097  -0.060
C -2.218 4.091 0.442  -0.066
C -1.537 2.995 0.948  -0.019
C -2.135 1.749 1.096  -0.021
H -4.401 -6.941 2.049  0.087
H -3.988 -5.369 2.734  0.087
H -3.786 -5.675 0.991  0.083
H -6.598 -6.935 2.986  0.084
H -7.757 -5.633 2.702  0.074
H -6.350 -5.350 3.737  0.092
H -6.317 -7.199 0.469  0.086
H -5.787 -5.824 -0.512  0.091
H -7.425 -5.856 0.160  0.079
H -8.129 -3.936 1.332  0.109
H -8.398 -1.523 1.059  0.109
H -3.858 -3.488 1.508  0.096
H -5.211 2.651 -0.018  0.070
H -4.098 4.811 -0.288  0.112
H -1.704 5.036 0.319  0.115
H -0.506 3.119 1.243  0.100
C 1.653 -1.946 3.400  -0.008
O 0.244 -1.684 3.272  -0.015
C -0.559 -2.627 2.786  -0.546
O -1.758 -2.489 2.817  0.115
C 0.041 -3.795 2.068  -0.262
C 0.059 -4.978 2.699  -0.297
As 0.506 -6.767 2.058  1.319
C 2.367 -6.682 2.703  -0.267
C 0.870 -6.332 0.187  -0.294
C 0.942 -5.152 -0.422  -0.252
As 0.727 -3.309 0.272  1.301
C -0.932 -2.926 -0.708  -0.336
C 1.212 -5.133 -1.899  -0.574
O 0.463 -4.629 -2.698  0.103
O 2.392 -5.680 -2.195  -0.037
C 2.730 -5.811 -3.582  -0.012
C 0.964 -7.590 -0.629  -0.522
O 0.548 -7.753 -1.744  0.133
O 1.549 -8.559 0.101  -0.102
C 1.723 -9.843 -0.507  -0.022
C -0.330 -5.137 4.141  -0.545
O -0.645 -6.209 4.600  0.064
O -0.192 -4.043 4.885  -0.051
C -0.686 -4.098 6.230  -0.002
H 2.043 -1.154 4.034  0.101
H 2.155 -1.909 2.433  0.070
H 1.828 -2.907 3.882  0.096
H 2.345 -6.653 3.793  0.026
H 2.874 -5.797 2.323  0.034
H 2.900 -7.575 2.386  0.020
H -1.513 -3.835 -0.833  0.057
H -0.659 -2.565 -1.703  -0.007
H -1.523 -2.173 -0.184  0.001
H 3.788 -5.583 -3.673  0.096
H 2.140 -5.128 -4.186  0.076
H 2.532 -6.837 -3.887  0.100
H 1.428 -10.594 0.221  0.095
H 2.774 -9.972 -0.761  0.097
H 1.114 -9.923 -1.403  0.089
H -0.942 -3.077 6.496  0.100
H 0.087 -4.482 6.894  0.100
H -1.559 -4.741 6.283  0.097



Number 1: energy -70403.8630 eV. Number 2: energy -126609.2176 eV. Number 3: energy -276320.9225 eV.